20
Properties=species:S:1:pos:R:3:mulliken_charge:R:1 method="wB97M-V/def2-TZVPD" charge=+1 smiles=[NH3+][C@H]1CCCCN1F homo_energy_ha=-0.502 gap_ev=10.14
H -0.93 1.31 -1.71 0.311
H 2.91 -0.08 -0.87 0.366
H 0.88 -0.78 -1.40 0.340
H 0.22 -1.15 1.50 0.404
N 0.80 1.36 -0.45 -0.155
N 2.36 -0.45 -0.10 -0.250
H -2.57 1.46 0.19 0.390
H -0.02 -2.25 0.09 0.325
C -0.10 -1.16 0.50 -0.491
C 0.90 -0.41 -0.32 -0.138
C -1.43 -0.49 0.18 -0.847
F 1.28 1.63 0.84 -0.259
C -0.54 1.74 -0.70 -0.480
H -1.73 -0.78 -0.80 0.404
H 2.70 -1.35 0.34 0.360
H 2.54 0.20 0.62 0.347
H -0.78 2.83 -0.48 0.345
H -2.28 -1.00 0.65 0.390
H -1.35 1.23 1.30 0.426
C -1.53 1.02 0.33 -0.790